C2H12NO3 | ωB97M-V/def2-TZVPD

Element x y z (Å)
C1 0.879 1.574 1.986
C2 1.140 -0.785 1.479
N1 0.735 0.372 1.141
H1 -0.072 1.787 2.464
H2 1.307 2.366 1.376
H3 1.649 1.368 2.722
H4 1.213 -1.114 2.514
H5 1.167 -1.513 0.691
H6 0.625 0.500 0.101
H7 -2.594 -0.322 -0.758
H8 -3.078 -0.083 0.690
O1 -2.297 -0.262 0.159
H9 0.884 1.152 -2.253
H10 0.157 -0.145 -1.938
O2 0.440 0.694 -1.528
H11 -1.315 -2.266 -2.646
H12 -0.393 -1.482 -3.548
O3 -0.448 -1.842 -2.652

## Properties
lowest unoccupied orbital energy	-4.264	eV
gap between HOMO and LUMO	10.671	eV
charge	+1
E_HOMO	-14.93	eV
electronic energy	-9894.4883	eV

***

C2H12NO4 | ωB97M-V/def2-TZVPD

Element x y z (Å)
C1 1.251 0.487 1.525
O1 2.338 0.537 0.725
C2 0.022 -0.460 1.133
N1 0.093 -0.826 -0.266
H1 1.570 0.297 2.549
H2 0.839 1.510 1.458
H3 -0.025 -1.380 1.767
H4 -0.779 0.275 1.140
H5 0.317 -0.082 -0.951
H6 0.929 -1.372 -0.396
H7 2.438 0.710 -2.367
H8 1.957 0.753 -0.753
O2 1.810 1.076 -1.742
H9 -1.433 -0.950 -3.281
H10 -1.552 -1.284 -1.767
O3 -1.808 -1.567 -2.651
H11 -2.852 0.008 1.289
H12 -2.649 1.402 1.724
O4 -3.237 0.658 1.895

## Properties
spin multiplicity	2
lowest unoccupied orbital energy (spin up / spin down)	0.350 / -2.887	eV
gap between HOMO and LUMO (spin up / spin down)	10.398 / 7.135	eV
E_HOMO (spin up / spin down)	-10.05 / -10.02	eV
electronic energy	-11945.5971	eV

***

C2H12NO4 | ωB97M-V/def2-TZVPD

Element x y z (Å)
O1 0.238 -0.907 -2.138
C1 0.868 0.092 -2.055
C2 1.027 0.692 -0.635
N1 0.042 0.043 0.314
H1 1.424 0.592 -2.870
H2 2.026 0.268 -0.310
H3 0.785 1.763 -0.698
H4 0.392 -0.826 0.831
H5 -0.226 0.688 1.063
H6 -0.811 -0.188 -0.203
H7 -1.679 2.160 -2.043
H8 -1.729 2.642 -0.754
O2 -1.067 2.143 -1.277
H9 -1.906 0.264 3.286
H10 -1.099 -1.049 3.548
O3 -1.036 -0.154 3.189
H11 1.104 -3.141 0.893
H12 0.521 -2.695 -0.423
O4 1.126 -2.388 0.279

## Properties
spin multiplicity	2
lowest unoccupied orbital energy (spin up / spin down)	-10.395 / -14.399	eV
gap between HOMO and LUMO (spin up / spin down)	8.130 / 4.123	eV
charge	+2
E_HOMO (spin up / spin down)	-18.53 / -18.52	eV
electronic energy	-11927.6562	eV

***

- Which formula does entry 2 have?
  C2H12NO4

***

- Which formula does entry 1 have?
  C2H12NO3

***

What did the third record say?
C2H12NO4 | ωB97M-V/def2-TZVPD

Element x y z (Å)
O1 0.238 -0.907 -2.138
C1 0.868 0.092 -2.055
C2 1.027 0.692 -0.635
N1 0.042 0.043 0.314
H1 1.424 0.592 -2.870
H2 2.026 0.268 -0.310
H3 0.785 1.763 -0.698
H4 0.392 -0.826 0.831
H5 -0.226 0.688 1.063
H6 -0.811 -0.188 -0.203
H7 -1.679 2.160 -2.043
H8 -1.729 2.642 -0.754
O2 -1.067 2.143 -1.277
H9 -1.906 0.264 3.286
H10 -1.099 -1.049 3.548
O3 -1.036 -0.154 3.189
H11 1.104 -3.141 0.893
H12 0.521 -2.695 -0.423
O4 1.126 -2.388 0.279

## Properties
spin multiplicity	2
lowest unoccupied orbital energy (spin up / spin down)	-10.395 / -14.399	eV
gap between HOMO and LUMO (spin up / spin down)	8.130 / 4.123	eV
charge	+2
E_HOMO (spin up / spin down)	-18.53 / -18.52	eV
electronic energy	-11927.6562	eV